The following is a DFT calculation (ωB97M-V/def2-TZVPD) of a structure of composition C38H51BrNOsP3.

## Properties
relative energy (zero: lowest compared OMol25 entry of this formula, charge and spin)	7.065	eV
orbital gap (spin up / spin down)	0.19923 / 0.17453	Ha
lowest unoccupied orbital energy (spin up / spin down)	-12.2 / -14.3	eV
expectation value of S²	6.0455

```
! wB97M-V def2-TZVPD RIJCOSX def2/J DEFGRID3
* xyz 4 5
C -1.035 -5.051 2.576
C -0.062 -4.044 2.541
C 1.301 -4.384 2.542
C 1.646 -5.718 2.804
N 0.709 -6.656 2.983
C -0.595 -6.358 2.870
C -0.391 -2.663 2.665
C -0.408 -1.498 3.047
C -0.393 -0.052 3.031
C -0.218 0.624 1.776
C 0.420 1.882 1.835
C 0.062 2.720 2.862
C -0.512 2.187 4.018
C -0.664 0.785 4.104
Os -0.137 1.593 0.027
P 0.172 -0.960 -1.142
H 2.051 -3.617 2.388
H -2.083 -4.832 2.382
H 2.699 -6.010 2.863
H -1.317 -7.177 3.004
H -1.086 0.301 4.969
H -1.160 0.410 1.073
H -0.768 2.801 4.863
H 1.266 2.144 1.092
C 0.220 -0.848 -3.003
C 0.941 -1.933 -3.795
H 0.671 0.136 -3.197
H -0.821 -0.793 -3.348
H 0.891 -1.695 -4.868
H 2.002 -2.028 -3.548
H 0.468 -2.914 -3.679
C 1.715 -1.933 -0.736
C 1.702 -3.468 -0.841
H 1.924 -1.624 0.303
H 2.523 -1.539 -1.369
H 2.726 -3.842 -0.688
H 1.088 -3.935 -0.061
H 1.373 -3.828 -1.826
C -1.127 -2.258 -0.787
C -1.703 -3.100 -1.931
H -1.936 -1.696 -0.303
H -0.731 -2.915 -0.003
H -2.559 -3.681 -1.549
H -2.087 -2.480 -2.753
H -0.979 -3.825 -2.334
Br 0.520 4.570 2.202
P 2.619 1.614 -0.646
C 3.589 0.688 -1.874
C 4.684 1.487 -2.566
H 2.867 0.308 -2.612
H 4.030 -0.180 -1.367
H 5.178 0.840 -3.298
H 4.288 2.346 -3.113
H 5.460 1.832 -1.874
C 2.520 3.373 -1.183
C 3.511 4.337 -0.525
H 1.478 3.697 -0.968
H 2.646 3.375 -2.277
H 3.256 5.364 -0.828
H 3.451 4.301 0.573
H 4.551 4.153 -0.839
C 3.529 1.502 0.961
C 5.056 1.566 0.899
H 3.223 0.528 1.382
H 3.151 2.276 1.649
H 5.447 1.454 1.920
H 5.486 0.750 0.302
H 5.427 2.527 0.516
C -1.891 1.677 -2.453
P -2.240 1.266 -0.717
C -2.706 2.828 0.053
C -2.019 3.983 -0.352
C -2.187 5.156 0.380
C -3.013 5.169 1.512
C -3.669 4.000 1.910
C -3.528 2.826 1.189
C -3.566 0.065 -0.562
C -3.855 -0.576 0.668
C -4.754 -1.654 0.689
C -5.327 -2.115 -0.501
C -5.055 -1.470 -1.693
C -4.217 -0.362 -1.738
H -0.830 1.992 -2.505
H -2.546 2.503 -2.760
H -2.049 0.814 -3.111
H -1.322 3.946 -1.197
H -1.658 6.057 0.071
H -3.133 6.095 2.070
H -4.299 4.016 2.804
H -4.023 1.901 1.494
H -3.373 -0.262 1.596
H -4.982 -2.132 1.631
H -5.986 -2.989 -0.475
H -5.491 -1.834 -2.627
H -4.043 0.162 -2.668
*
```

=====

The following is a DFT calculation (ωB97M-V/def2-TZVPD) of a cluster of 2 separate species, C8H11INO4 in total.

## Properties
relative energy (zero: lowest compared OMol25 entry of this formula, charge and spin)	3.061	eV
orbital gap	0.29670	Ha
lowest unoccupied orbital energy	-4.9	eV

```
! wB97M-V def2-TZVPD RIJCOSX def2/J DEFGRID3
* xyz 1 1
C 3.748 -0.208 -0.137
C 3.153 2.339 -1.000
C 0.511 -0.373 0.160
C -0.386 -1.259 -0.617
C -1.544 0.635 0.177
C -1.691 1.793 -0.752
C -2.417 0.676 1.504
C -0.419 -2.642 0.198
N 2.938 1.159 -0.817
O 3.049 3.416 -1.394
O -0.059 0.655 0.630
O -1.586 -0.607 -0.497
O 0.843 -3.177 0.391
I 5.605 0.206 0.377
H 1.573 -0.501 0.383
H 0.094 -1.468 -1.614
H -2.213 1.493 -1.621
H -0.693 2.207 -0.994
H -2.170 2.606 -0.205
H -3.410 0.092 1.375
H -2.596 1.821 1.539
H -1.982 0.434 2.361
H -1.026 -3.438 -0.363
H -0.744 -2.502 1.269
H 1.423 -3.358 -0.352
*
```

=====

The following is a DFT calculation (ωB97M-V/def2-TZVPD) of a cluster of 2 separate species, C6H12O in total.

## Properties
relative energy (zero: lowest compared OMol25 entry of this formula, charge and spin)	2.554	eV
orbital gap	0.32941	Ha
lowest unoccupied orbital energy	0.7	eV

```
! wB97M-V def2-TZVPD RIJCOSX def2/J DEFGRID3
* xyz 0 1
C -2.591 1.159 -0.381
C -2.065 -0.206 -0.317
C -0.794 -0.451 -0.743
C 0.283 -1.187 -0.045
C 1.621 -0.850 -0.008
C 2.695 -1.517 0.823
H -1.793 1.925 -0.250
H -3.046 1.512 -1.318
H -3.248 1.371 0.469
H -2.692 -0.798 0.361
H -0.380 0.156 -1.563
H 0.048 -2.087 0.491
H 2.007 -0.026 -0.637
H 3.576 -0.892 0.732
H 2.893 -2.475 0.308
H 2.483 -1.778 1.870
O 0.727 2.184 0.111
H 0.308 1.383 0.455
H -0.034 2.576 -0.357
*
```

=====

The following is a DFT calculation (ωB97M-V/def2-TZVPD) of a cluster of 7 separate species, H14O7 in total.

## Properties
relative energy (zero: lowest compared OMol25 entry of this formula, charge and spin)	2.076	eV
orbital gap	0.38420	Ha
lowest unoccupied orbital energy	0.1	eV

```
! wB97M-V def2-TZVPD RIJCOSX def2/J DEFGRID3
* xyz 0 1
O -2.585 0.253 -2.208
H -2.191 -0.230 -2.921
H -2.021 -0.159 -1.534
O -0.220 0.470 3.314
H 0.674 0.649 3.151
H -0.340 0.564 4.291
O 0.422 -0.983 -2.087
H 0.497 -0.307 -2.747
H -0.125 -1.616 -2.467
O -2.772 1.181 0.919
H -3.419 0.491 1.055
H -1.974 0.675 0.859
O -0.608 -0.520 0.560
H -0.079 -0.200 -0.199
H 0.009 -0.829 1.170
O 1.994 0.760 1.316
H 2.573 1.410 0.886
H 1.199 1.211 1.058
O 3.075 -0.687 -1.717
H 3.671 -1.014 -1.037
H 2.222 -1.123 -1.656
*
```

=====

The following is a DFT calculation (ωB97M-V/def2-TZVPD) of a cluster of 13 separate species, C4H36NO12 in total.

## Properties
relative energy (zero: lowest compared OMol25 entry of this formula, charge and spin)	2.492	eV
orbital gap	0.40167	Ha
lowest unoccupied orbital energy	-2.6	eV

```
! wB97M-V def2-TZVPD RIJCOSX def2/J DEFGRID3
* xyz 1 1
C 0.359 0.580 0.621
C 1.318 0.770 -0.550
C 2.739 0.554 -0.107
C 3.832 0.886 -1.139
N 0.911 -0.304 -1.534
H -0.698 0.664 0.355
H 0.527 1.323 1.393
H 0.412 -0.405 1.081
H 1.077 1.761 -0.917
H 2.899 1.149 0.793
H 2.892 -0.472 0.223
H 3.532 0.669 -2.167
H 4.171 1.908 -1.054
H 4.657 0.194 -0.969
H 0.296 0.018 -2.292
H 1.621 -0.966 -1.907
H 0.275 -0.936 -1.042
H 3.203 -2.471 -2.450
H 1.835 -3.046 -1.935
O 2.594 -2.492 -1.704
H -2.558 3.084 -1.947
H -1.996 2.266 -0.814
O -2.079 2.263 -1.784
H 0.623 1.820 -3.707
H -0.865 1.769 -3.554
O -0.107 1.188 -3.709
H 2.591 -1.683 3.508
H 1.645 -2.022 2.240
O 1.908 -1.372 2.915
H -4.361 1.185 0.869
H -3.017 0.631 1.222
O -3.440 1.459 0.958
H -3.155 -3.285 0.431
H -3.057 -2.769 1.800
O -3.219 -2.444 0.904
H -1.991 0.533 -1.898
H -2.727 -0.412 -2.719
O -2.079 -0.441 -2.002
H -0.712 1.680 3.342
H -1.976 2.634 3.032
O -1.019 2.555 3.035
H -0.198 4.085 0.442
H -1.046 3.023 1.147
O -1.041 3.629 0.383
H -1.193 -2.242 -1.430
H -0.428 -2.957 -0.377
O -0.363 -2.744 -1.324
H -0.348 -0.255 4.565
H 0.296 -0.372 3.154
O -0.513 -0.115 3.629
H 1.344 -3.929 1.382
H 2.413 -3.283 0.290
O 1.630 -3.196 0.836
*
```

=====

The following is a DFT calculation (ωB97M-V/def2-TZVPD) of a cluster of 2 separate species, C4H8O2 in total.

## Properties
relative energy (zero: lowest compared OMol25 entry of this formula, charge and spin)	1.992	eV
orbital gap	0.37626	Ha
lowest unoccupied orbital energy	0.1	eV

```
! wB97M-V def2-TZVPD RIJCOSX def2/J DEFGRID3
* xyz 0 1
O -0.133 0.661 -1.577
C 0.822 0.039 -1.192
C 1.724 0.524 -0.076
C 1.161 -0.270 1.081
O 0.325 0.159 1.833
H 1.029 -0.989 -1.553
H 1.593 1.597 0.078
H 2.770 0.261 -0.270
H 1.471 -1.333 1.113
C -2.158 -0.130 0.107
H -2.507 0.373 -0.796
H -2.891 -0.052 0.908
H -1.957 -1.183 -0.122
H -1.249 0.342 0.465
*
```

=====

The following is a DFT calculation (ωB97M-V/def2-TZVPD) of a cluster of 3 separate species, C23H26O4PS2 in total.

## Properties
orbital gap	0.22544	Ha
lowest unoccupied orbital energy	2.5	eV

```
! wB97M-V def2-TZVPD RIJCOSX def2/J DEFGRID3
* xyz -1 1
C 2.245 -3.007 1.128
C 1.511 -1.688 0.857
S 1.802 -1.001 -0.792
C 2.812 0.485 -0.496
C 1.966 1.742 -0.068
O 0.713 1.177 0.525
C -0.337 1.958 0.555
O -0.327 3.173 0.395
C -1.640 1.270 0.864
C -1.889 0.756 2.100
C -3.110 0.185 2.321
C -4.057 0.123 1.346
C -3.774 0.612 0.101
C -2.562 1.189 -0.144
P 2.806 2.593 1.246
O 2.349 4.162 1.321
O 2.500 1.919 2.743
S 4.753 2.587 1.004
H 2.033 -3.701 0.316
H 3.303 -2.788 1.251
H 1.837 -3.409 2.059
H 1.856 -0.941 1.576
H 0.436 -1.762 1.020
H 3.534 0.212 0.274
H 3.317 0.747 -1.419
H -1.140 0.800 2.877
H -3.352 -0.222 3.296
H -5.026 -0.318 1.530
H -4.489 0.575 -0.709
H -2.302 1.588 -1.115
H 2.004 4.394 2.189
H 2.037 2.535 3.320
C -0.113 -7.665 0.875
C -1.028 -7.780 1.913
C -1.947 -6.767 2.143
C -1.959 -5.641 1.330
C -1.047 -5.528 0.290
C -0.122 -6.537 0.065
H 0.607 -8.454 0.697
H -1.022 -8.661 2.543
H -2.656 -6.853 2.957
H -2.678 -4.852 1.507
H -1.056 -4.651 -0.344
H 0.593 -6.445 -0.743
C 0.786 5.930 -2.614
C 0.031 4.775 -2.462
C -0.540 4.173 -3.575
C -0.350 4.718 -4.838
C 0.407 5.872 -4.989
C 0.972 6.480 -3.876
H 1.230 6.400 -1.746
H -0.111 4.345 -1.478
H -1.132 3.274 -3.457
H -0.793 4.243 -5.706
H 0.557 6.297 -5.974
H 1.560 7.382 -3.992
*
```

=====

The following is a DFT calculation (ωB97M-V/def2-TZVPD) of a structure of composition C50H64BrN4O4SSe3Ti.

## Properties
relative energy (zero: lowest compared OMol25 entry of this formula, charge and spin)	0.000	eV
orbital gap	0.23444	Ha
lowest unoccupied orbital energy	2.2	eV

```
! wB97M-V def2-TZVPD RIJCOSX def2/J DEFGRID3
* xyz -1 1
Ti 0.434 -1.671 1.011
C -0.862 5.654 -1.372
C 0.568 5.140 -1.586
C 0.828 4.976 -3.090
C 1.540 6.189 -1.047
C 0.733 3.787 -0.895
C -0.069 2.719 -1.268
C 0.068 1.477 -0.676
Se -1.172 0.104 -1.172
C -2.439 0.474 0.206
C -3.610 1.151 -0.082
C -4.545 1.416 0.910
C -4.237 0.987 2.198
C -3.070 0.305 2.536
C -2.146 0.022 1.505
O -1.039 -0.668 1.738
C -2.778 -0.099 3.984
C -2.632 -1.623 4.101
C -3.901 0.320 4.937
C -1.494 0.605 4.450
C -5.826 2.175 0.563
C -5.464 3.571 0.036
C -6.746 2.344 1.772
C -6.599 1.412 -0.522
C 1.045 1.235 0.304
O 1.259 0.004 0.757
C 1.824 2.328 0.753
C 1.644 3.561 0.131
C 2.834 2.176 1.894
C 3.941 1.195 1.493
C 2.110 1.684 3.154
C 3.511 3.503 2.250
H -0.997 6.624 -1.860
H -1.073 5.770 -0.307
H -1.600 4.964 -1.784
H 0.691 5.930 -3.608
H 0.148 4.248 -3.536
H 1.849 4.631 -3.268
H 1.402 7.127 -1.589
H 2.579 5.877 -1.176
H 1.371 6.387 0.014
H -0.828 2.836 -2.033
H -3.774 1.478 -1.102
H -4.942 1.196 2.988
H -3.555 -2.120 3.790
H -2.431 -1.896 5.140
H -1.821 -2.007 3.487
H -4.847 -0.171 4.696
H -4.059 1.401 4.936
H -3.624 0.027 5.952
H -0.659 0.398 3.786
H -1.222 0.263 5.452
H -1.651 1.686 4.487
H -4.925 4.139 0.796
H -6.367 4.124 -0.236
H -4.827 3.508 -0.847
H -6.267 2.924 2.564
H -7.045 1.379 2.187
H -7.651 2.875 1.470
H -6.008 1.302 -1.432
H -7.519 1.944 -0.779
H -6.865 0.412 -0.173
H 2.255 4.385 0.463
H 3.531 0.236 1.189
H 4.620 1.027 2.333
H 4.525 1.605 0.662
H 1.622 0.727 2.998
H 1.354 2.411 3.463
H 2.825 1.565 3.974
H 4.094 3.906 1.417
H 4.198 3.332 3.081
H 2.788 4.259 2.566
Se 1.131 -5.032 1.432
Se 1.004 -2.002 3.571
C 2.681 -2.169 2.751
C 3.939 -2.269 3.340
C 5.043 -2.362 2.518
C 4.882 -2.335 1.135
C 3.605 -2.223 0.621
N 2.540 -2.165 1.422
C -0.663 -4.656 1.178
C -1.610 -5.702 1.032
C -2.927 -5.429 0.797
C -3.336 -4.092 0.708
C -2.384 -3.120 0.867
N -1.077 -3.369 1.103
H 4.026 -2.276 4.418
H 6.033 -2.451 2.949
H 5.728 -2.403 0.465
H 3.403 -2.213 -0.441
H -1.242 -6.715 1.102
H -3.641 -6.236 0.674
H -4.363 -3.812 0.517
H -2.673 -2.086 0.795
Br -3.133 -7.197 -3.623
C -1.803 -5.998 -2.979
C -2.187 -4.753 -2.517
C -1.213 -3.895 -2.027
C 0.120 -4.278 -2.015
C 0.485 -5.527 -2.500
C -0.477 -6.401 -2.979
C 1.188 -3.377 -1.468
O 2.354 -3.547 -1.755
O 0.733 -2.413 -0.706
H -3.228 -4.462 -2.522
H -1.486 -2.918 -1.652
H 1.528 -5.810 -2.466
H -0.206 -7.384 -3.340
C 3.275 1.448 -2.757
N 3.863 0.242 -3.314
C 5.112 -0.156 -2.682
C 3.061 -0.683 -3.919
S 1.402 -0.644 -3.823
N 3.741 -1.657 -4.606
C 4.900 -1.304 -5.410
C 3.024 -2.819 -5.099
H 4.073 2.179 -2.613
H 2.789 1.257 -1.798
H 2.530 1.849 -3.440
H 5.036 0.002 -1.602
H 5.958 0.427 -3.058
H 5.303 -1.212 -2.858
H 5.206 -0.282 -5.210
H 4.646 -1.386 -6.473
H 5.741 -1.973 -5.209
H 2.342 -3.183 -4.339
H 3.757 -3.597 -5.320
H 2.460 -2.586 -6.009
*
```

=====

The following is a DFT calculation (ωB97M-V/def2-TZVPD) of a structure of composition C11H24CaNO8P.

## Properties
relative energy (zero: lowest compared OMol25 entry of this formula, charge and spin)	0.000	eV
orbital gap	0.16473	Ha
lowest unoccupied orbital energy	4.7	eV

```
! wB97M-V def2-TZVPD RIJCOSX def2/J DEFGRID3
* xyz -2 1
Ca -0.230 0.509 0.737
P -2.183 0.981 2.229
O -1.018 0.160 2.938
O -2.516 0.108 0.977
O -1.453 2.211 1.576
O -3.243 1.426 3.228
O 3.928 1.879 1.142
C 2.592 1.565 1.227
O 2.102 0.910 0.246
O 1.948 1.910 2.212
H 4.193 1.638 0.248
C -1.248 3.934 -1.189
C -1.782 3.194 -2.422
C -1.169 1.788 -2.279
O -0.295 1.854 -1.161
C 0.057 3.210 -0.934
H -1.899 3.805 -0.324
H -1.137 5.000 -1.410
H -1.411 3.651 -3.348
H -2.868 3.199 -2.519
H -0.590 1.504 -3.168
H -1.917 1.018 -2.084
H 0.853 3.528 -1.623
H 0.378 3.320 0.101
C 0.813 -1.307 -2.118
C -0.175 -1.956 -1.140
N 0.175 -1.830 0.271
C 1.550 -2.249 0.593
C 1.858 -2.015 2.064
C -0.847 -2.506 1.099
C -0.807 -4.049 1.051
H 0.920 -0.239 -1.931
H 0.426 -1.493 -3.123
H 1.806 -1.756 -2.059
H -1.123 -1.422 -1.285
H -0.378 -2.993 -1.446
H 1.688 -3.313 0.335
H 2.214 -1.655 -0.030
H 1.285 -2.693 2.693
H 2.923 -2.191 2.249
H 1.678 -0.983 2.371
H -1.817 -2.197 0.711
H -0.787 -2.153 2.128
H 0.013 -4.456 1.647
H -0.774 -4.421 0.025
H -1.733 -4.427 1.492
*
```

=====

The following is a DFT calculation (ωB97M-V/def2-TZVPD) of a cluster of 2 separate species, C5H9N3O in total.

## Properties
relative energy (zero: lowest compared OMol25 entry of this formula, charge and spin)	5.362	eV
orbital gap (spin up / spin down)	0.26428 / 0.26439	Ha
lowest unoccupied orbital energy (spin up / spin down)	-0.1 / -0.1	eV

```
! wB97M-V def2-TZVPD RIJCOSX def2/J DEFGRID3
* xyz 0 1
C -2.311 0.909 -0.752
N 0.308 0.842 0.312
C 1.245 0.114 0.897
C -1.386 -0.172 -1.045
N 0.054 2.058 0.930
C 2.197 -2.034 0.456
C -0.919 -1.248 -1.427
N 1.326 -1.141 0.178
O 1.959 0.334 1.873
H 0.043 2.803 0.245
H 0.728 2.245 1.672
H -2.063 1.799 -1.333
H -2.270 1.176 0.302
H -3.322 0.577 -0.998
H 2.940 -1.824 1.217
H 2.163 -2.993 -0.043
H 0.479 -1.282 -0.566
H -1.172 -2.162 -1.919
*
```

=====

The following is a DFT calculation (ωB97M-V/def2-TZVPD) of an isolated molecule of C2H8SSi.

## Properties
relative energy (zero: lowest compared OMol25 entry of this formula, charge and spin)	0.574	eV
orbital gap	0.35329	Ha
lowest unoccupied orbital energy	0.8	eV

```
! wB97M-V def2-TZVPD RIJCOSX def2/J DEFGRID3
* xyz 0 1
C 0.218 1.649 -0.272
Si 0.365 0.000 0.660
C -0.845 -1.197 -0.031
S 2.780 -0.600 0.049
H -0.236 1.578 -1.226
H -0.354 2.353 0.319
H 1.305 1.908 -0.483
H 0.371 0.258 2.046
H -0.765 -2.240 0.072
H -1.859 -0.826 0.222
H -0.815 -0.870 -1.089
H 3.229 0.328 -0.715
*
```